Entry 1:
Computed, not measured: a 3-piece molecular cluster, C14H29FO6S overall, with wB97M-V/def2-TZVPD.

The lowest unoccupied orbital energy comes out at 0.80 eV. For the energy, the calculation gives -40824.366 eV. The orbital gap is 0.3816 hartree.

Last column: Mulliken charge in e.
Geometry (Å):
S1 3.28735 1.72093 -3.41118  0.66
F1 6.52494 1.16364 -1.73229  -0.30
O1 -3.22390 -3.62255 3.76789  -0.42
O2 2.68186 2.91980 -2.48352  -0.17
O3 -0.34187 -0.84779 0.31627  -0.45
O4 -1.98057 1.53338 -0.96457  -0.49
O5 4.41975 1.30596 -2.36036  -0.25
O6 3.89968 2.36315 -4.55781  -0.60
C1 -1.33908 -1.48016 1.12512  -0.17
C2 -3.72959 -4.95097 1.88350  -0.47
C3 -2.10174 -4.47138 3.52523  -0.18
C4 0.40189 0.08243 1.10421  -0.08
C5 1.65973 3.72865 -3.10964  -0.87
C6 -2.61517 -5.62955 2.67918  -0.58
C7 0.31632 3.01321 -3.20302  -0.28
C8 -0.58902 3.28536 -2.00488  -0.49
C9 5.50462 3.24326 -1.33389  -0.99
C10 -4.31169 -4.00171 2.92316  -0.40
C11 -0.37377 0.25156 2.40332  -0.71
C12 -1.89182 2.47469 -2.02201  -0.60
C13 -0.99749 -1.13287 2.56740  -0.52
C14 5.63128 2.06078 -2.25141  0.33
H1 0.49387 1.01223 0.53901  -0.03
H2 -0.80378 4.35598 -1.95251  0.34
H3 -3.30894 -4.38721 1.04812  0.20
H4 -2.75507 3.12804 -1.89957  0.34
H5 -1.68534 -4.78471 4.48340  0.32
H6 -5.08021 -4.49820 3.52507  0.30
H7 -4.46989 -5.64531 1.48866  0.35
H8 4.99875 4.06050 -1.84315  0.27
H9 6.50535 3.56611 -1.04781  0.38
H10 -1.15452 1.00455 2.28072  0.30
H11 -2.32480 -1.09263 0.84808  0.19
H12 1.58847 4.59896 -2.45772  0.37
H13 -1.87323 -1.15539 3.21365  0.36
H14 -1.33653 -3.90471 2.98490  0.01
H15 0.49231 1.93529 -3.27793  0.28
H16 1.40752 -0.31177 1.28356  0.31
H17 -1.83812 -6.06658 2.05356  0.32
H18 -0.18610 3.30553 -4.12875  0.29
H19 5.96350 2.32268 -3.25677  0.28
H20 -1.99947 1.96593 -2.98884  0.30
H21 -3.02613 -6.41526 3.31604  0.29
H22 -0.05420 3.03189 -1.08408  0.29
H23 -0.26271 -1.83635 2.96501  0.27
H24 4.93837 2.97267 -0.44358  0.26
H25 2.02281 4.06534 -4.08195  0.37
H26 -1.31779 -2.55241 0.92112  0.18
H27 0.26447 0.54673 3.23506  0.39
H28 -4.74411 -3.09918 2.48895  0.27
H29 -1.28621 0.86749 -1.07300  0.25

Forces on the atoms, in the same order (eV/Å):
S -0.1 -0.1 -0.2
F 0.0 0.0 0.0
O 0.0 0.0 0.0
O 0.0 0.1 0.1
O 0.0 0.0 -0.2
O 0.2 -0.1 0.0
O 0.0 0.1 0.1
O 0.0 0.0 0.1
C 0.0 0.0 0.0
C 0.0 0.0 0.0
C 0.0 0.0 0.0
C 0.0 0.1 0.0
C 0.1 0.0 0.0
C 0.0 0.0 0.0
C 0.0 -0.1 0.0
C 0.1 0.0 0.1
C 0.0 0.0 0.1
C 0.0 0.0 0.0
C 0.0 0.0 0.0
C 0.0 0.0 0.0
C 0.0 0.0 0.0
C 0.0 0.0 -0.1
H 0.0 0.0 0.0
H 0.0 0.0 0.0
H 0.0 0.0 0.0
H 0.0 0.0 0.0
H 0.0 0.0 0.0
H 0.0 0.0 0.0
H 0.0 0.0 0.0
H 0.0 0.0 0.0
H 0.0 0.0 0.0
H 0.0 0.0 0.0
H 0.0 0.0 0.0
H 0.0 0.0 -0.1
H 0.0 0.0 0.0
H 0.0 0.0 0.0
H 0.0 0.0 -0.1
H 0.0 0.0 0.0
H 0.0 0.0 0.0
H 0.0 0.0 0.0
H 0.0 0.0 0.0
H 0.0 0.0 0.0
H 0.0 0.0 0.0
H 0.0 0.0 0.0
H 0.0 0.0 0.0
H 0.0 0.0 0.0
H 0.0 -0.1 0.0
H 0.0 0.0 0.0
H 0.0 0.0 0.0
H 0.0 0.0 0.0
H -0.1 -0.1 0.1

Entry 2:
Computed, not measured: a 2-piece molecular cluster, C2H7NO2 overall at a distorted geometry, with wB97M-V/def2-TZVPD.

The lowest unoccupied orbital energy comes out at 0.85 eV. For the energy, the calculation gives -7771.992 eV. The orbital gap is 0.3593 hartree. Its SMILES is NCC=O.O.

Last column: Mulliken charge in e.
Geometry (Å):
O1 -0.37145 0.34313 2.00065  -0.63
O2 0.41890 -1.87722 0.39088  -0.49
N1 -0.22664 1.18557 -0.74222  -0.53
C1 -0.03941 -1.24574 -0.52026  0.19
C2 0.57160 0.02431 -1.09147  -0.60
H1 -1.09969 1.14695 -1.24241  0.23
H2 -0.37433 1.41214 0.22796  0.27
H3 0.57429 -0.05525 -2.17946  0.33
H4 0.40485 -0.22940 1.99895  0.32
H5 -0.45125 0.68784 2.89476  0.29
H6 -1.00528 -1.49955 -1.00138  0.31
H7 1.59842 0.10724 -0.73600  0.31

Forces on the atoms, in the same order (eV/Å):
O 0.0 0.2 0.3
O 0.1 -0.3 0.2
N 0.0 0.4 -1.0
C 0.1 0.6 -0.4
C -0.1 -0.2 0.6
H -0.2 0.2 0.1
H 0.1 -0.6 0.2
H 0.1 0.0 0.0
H -0.1 -0.1 0.0
H 0.1 0.0 0.0
H -0.1 -0.3 0.2
H 0.0 0.1 0.0

Entry 3:
Computed, not measured: one molecule with the formula C2H6N2O2 at a distorted geometry, with wB97M-V/def2-TZVPD.

The lowest unoccupied orbital energy comes out at 0.57 eV. For the energy, the calculation gives -9244.003 eV. The orbital gap is 0.3741 hartree. Its SMILES is CC(=O)N(N)O.

Last column: Mulliken charge in e.
Geometry (Å):
O1 0.47920 -1.17037 0.92552  -0.43
O2 -0.67178 1.70055 -0.79707  -0.55
N1 -0.12841 0.09035 0.72633  0.14
N2 0.39102 1.16456 1.51847  -0.43
C1 -0.25435 0.58879 -0.55479  0.57
C2 -0.24655 -0.51791 -1.59494  -1.00
H1 -0.19694 -1.76299 1.28708  0.36
H2 -0.58103 -0.11868 -2.54743  0.31
H3 -0.92921 -1.32369 -1.33202  0.29
H4 -0.02253 1.11831 2.44482  0.22
H5 0.75551 -0.93253 -1.66784  0.29
H6 1.40508 1.16360 1.59187  0.23

Forces on the atoms, in the same order (eV/Å):
O 0.4 0.3 -0.4
O 1.0 -0.4 0.3
N 1.0 2.1 2.1
N -0.6 -1.1 0.8
C -2.3 -1.3 -2.1
C 0.3 0.3 -0.3
H -0.1 0.5 -0.1
H 0.2 0.2 0.0
H 0.1 0.0 0.2
H 0.2 0.0 -0.1
H 0.0 -0.2 -0.2
H -0.1 -0.3 -0.2

> Which value of energy does entry 2 give?

-7771.992 eV